## P
The following is a quantum chemistry calculation of C40H32I2N2O3P2S2W as an isolated structure, from the Open Molecules 2025 dataset.

Geometry as ORCA input:
```
! wB97M-V def2-TZVPD RIJCOSX def2/J DEFGRID3
* xyz 2 1
W -0.26 -1.33 -0.42
O 3.87 -1.64 1.40
C 4.34 -2.50 0.47
C 5.72 -2.74 0.49
C 6.28 -3.62 -0.41
C 5.49 -4.30 -1.34
C 4.14 -4.07 -1.37
C 3.54 -3.16 -0.47
C 2.12 -2.93 -0.58
O 1.55 -1.85 -0.01
N 1.36 -3.71 -1.29
N 0.06 -3.25 -1.33
C -0.81 -4.12 -1.79
C -2.20 -3.83 -1.89
C -3.02 -4.60 -2.73
C -4.36 -4.30 -2.84
C -4.91 -3.26 -2.09
C -4.12 -2.52 -1.23
C -2.76 -2.78 -1.14
O -1.96 -2.05 -0.35
H 2.92 -1.54 1.33
H 6.31 -2.22 1.23
H 7.35 -3.79 -0.39
H 5.94 -4.99 -2.03
H 3.50 -4.58 -2.08
H -0.42 -5.08 -2.11
H -2.58 -5.40 -3.30
H -4.99 -4.87 -3.51
H -5.96 -3.03 -2.17
H -4.55 -1.73 -0.62
S -0.41 -1.67 2.04
P 0.05 0.36 1.88
C 0.27 0.63 0.15
P -0.89 1.51 -0.83
S -1.58 0.05 -2.13
C -0.13 2.71 -1.94
C -0.95 3.25 -2.92
C -0.41 4.12 -3.86
C 0.94 4.45 -3.80
C 1.75 3.91 -2.81
C 1.22 3.03 -1.88
C -2.28 2.33 -0.04
C -2.02 3.51 0.65
C -3.06 4.16 1.29
C -4.34 3.64 1.23
C -4.60 2.47 0.53
C -3.56 1.80 -0.10
C -1.21 1.18 2.89
C -2.51 0.69 2.91
C -3.42 1.21 3.82
C -3.03 2.21 4.70
C -1.74 2.72 4.66
C -0.82 2.20 3.75
C 1.66 0.57 2.66
C 2.60 1.41 2.07
C 3.85 1.54 2.65
C 4.16 0.84 3.80
C 3.21 0.01 4.40
C 1.96 -0.12 3.83
H -2.00 2.98 -2.96
H -1.05 4.54 -4.62
H 1.35 5.12 -4.54
H 2.80 4.18 -2.76
H 1.85 2.60 -1.11
H -1.01 3.92 0.68
H -2.87 5.08 1.83
H -5.16 4.15 1.73
H -5.61 2.08 0.47
H -3.75 0.90 -0.67
H -2.80 -0.12 2.25
H -4.42 0.82 3.86
H -3.73 2.59 5.43
H -1.44 3.50 5.34
H 0.20 2.58 3.73
H 2.36 1.94 1.16
H 4.59 2.18 2.19
H 5.14 0.93 4.24
H 3.45 -0.53 5.30
H 1.21 -0.77 4.28
I 1.77 -0.50 -2.72
C 0.96 -0.58 -4.75
I -0.45 -2.13 -5.06
H 1.81 -0.77 -5.39
H 0.49 0.37 -4.95
*
```

The value obtained for the HOMO energy is -0.47701 Eh.

## Q
The following is a quantum chemistry calculation of C40H32I2N2O3P2S2W as an isolated structure, from the Open Molecules 2025 dataset.

Geometry as ORCA input:
```
! wB97M-V def2-TZVPD RIJCOSX def2/J DEFGRID3
* xyz 2 1
W 1.19 0.98 0.08
O 2.52 -1.07 -3.78
C 2.35 0.03 -4.55
C 2.43 -0.16 -5.93
C 2.32 0.91 -6.79
C 2.12 2.21 -6.30
C 2.05 2.40 -4.94
C 2.15 1.32 -4.05
C 2.07 1.60 -2.63
O 1.66 0.61 -1.80
N 2.35 2.75 -2.12
N 2.22 2.71 -0.75
C 2.75 3.72 -0.12
C 2.94 3.78 1.28
C 3.47 4.95 1.87
C 3.76 4.98 3.20
C 3.57 3.84 3.99
C 3.07 2.68 3.44
C 2.74 2.65 2.09
O 2.25 1.53 1.55
H 2.34 -0.86 -2.86
H 2.60 -1.16 -6.30
H 2.38 0.75 -7.86
H 2.04 3.04 -6.98
H 1.90 3.39 -4.53
H 3.13 4.52 -0.75
H 3.64 5.82 1.24
H 4.16 5.88 3.65
H 3.81 3.86 5.04
H 2.92 1.78 4.03
S -0.51 2.17 1.42
P -1.46 0.34 1.28
C -0.33 -0.38 0.21
P 0.46 -1.93 0.13
S 2.34 -1.13 0.44
C 0.29 -2.65 -1.48
C 0.93 -3.86 -1.77
C 0.81 -4.40 -3.03
C 0.04 -3.76 -4.00
C -0.60 -2.56 -3.71
C -0.48 -2.00 -2.45
C 0.01 -3.13 1.37
C -1.14 -3.88 1.14
C -1.54 -4.82 2.07
C -0.79 -5.02 3.22
C 0.37 -4.28 3.45
C 0.77 -3.33 2.52
C -1.52 -0.38 2.92
C -0.42 -0.21 3.77
C -0.43 -0.80 5.02
C -1.53 -1.55 5.42
C -2.61 -1.73 4.58
C -2.62 -1.14 3.32
C -3.12 0.48 0.64
C -3.53 -0.33 -0.42
C -4.83 -0.24 -0.88
C -5.71 0.66 -0.29
C -5.30 1.47 0.76
C -4.00 1.38 1.23
H 1.51 -4.36 -1.01
H 1.30 -5.33 -3.27
H -0.06 -4.19 -4.98
H -1.20 -2.07 -4.47
H -0.96 -1.06 -2.21
H -1.71 -3.75 0.22
H -2.43 -5.41 1.90
H -1.09 -5.76 3.94
H 0.96 -4.44 4.34
H 1.67 -2.75 2.69
H 0.42 0.39 3.45
H 0.40 -0.66 5.69
H -1.54 -2.00 6.41
H -3.47 -2.31 4.90
H -3.47 -1.26 2.66
H -2.83 -1.02 -0.88
H -5.16 -0.86 -1.70
H -6.73 0.74 -0.66
H -5.99 2.17 1.21
H -3.68 2.00 2.06
I -1.02 2.23 -2.03
C -1.90 3.93 -1.07
I -0.51 5.42 -0.52
H -2.39 3.57 -0.18
H -2.60 4.35 -1.78
*
```

The value obtained for the HOMO energy is -0.47506 Eh.

Question: which arrangement is favored energetically? Ranking from most to least stable: Q, P.

## P
The following is a quantum chemistry calculation of a 2-piece molecular cluster, C9H14OS overall, from the Open Molecules 2025 dataset.

Geometry as ORCA input:
```
! wB97M-V def2-TZVPD RIJCOSX def2/J DEFGRID3
* xyz 1 2
C 0.85 0.30 -3.45
C 1.13 0.88 -2.06
S 0.86 -1.47 -3.77
H -0.11 0.60 -3.85
H 1.64 0.72 -4.07
H 2.21 0.93 -1.90
H 1.69 -1.90 -2.86
H 0.71 0.33 -1.21
H 0.79 1.91 -2.02
C -2.32 -0.23 -0.10
C 0.57 1.05 1.81
C -0.37 0.91 0.85
C 0.68 0.03 2.84
C -1.26 -0.26 0.90
C -0.15 -1.08 2.82
C -1.21 -1.19 1.93
O 1.72 0.15 3.64
H 1.29 1.85 1.93
H -0.55 1.64 0.09
H 1.88 -0.67 4.09
H 0.05 -1.91 3.49
H -2.62 -1.19 -0.53
H -2.26 0.53 -0.89
H -1.89 -2.02 2.05
H -3.33 0.09 0.25
*
```

The value obtained for the HOMO energy (spin up / spin down) is -0.41813 / -0.41805 Eh.

## Q
The following is a quantum chemistry calculation of a 2-piece molecular cluster, C9H14OS overall, from the Open Molecules 2025 dataset.

Geometry as ORCA input:
```
! wB97M-V def2-TZVPD RIJCOSX def2/J DEFGRID3
* xyz 1 2
C 0.32 1.93 -1.40
C 2.09 -1.16 -0.17
C 1.36 -2.09 -0.86
C 1.61 0.14 -0.18
C 0.59 0.51 -1.03
C 0.20 -1.79 -1.60
C -0.16 -0.45 -1.79
O 1.88 -3.37 -0.98
H 2.91 -1.51 0.43
H 2.12 0.92 0.40
H -0.44 -2.48 -2.13
H 1.34 -3.92 -1.54
H -0.49 1.92 -2.14
H 1.14 2.51 -1.88
H -1.14 -0.24 -2.22
H 0.01 2.60 -0.59
C -0.96 1.94 2.44
C -2.06 -0.51 1.53
S -2.48 0.99 2.49
H -0.94 2.77 1.73
H -0.71 2.55 3.35
H -0.09 1.32 2.28
H -2.85 -1.23 1.69
H -1.13 -1.06 1.72
H -2.11 -0.29 0.47
*
```

The value obtained for the HOMO energy (spin up / spin down) is -0.41888 / -0.41349 Eh.

Question: which arrangement is favored energetically? Ranking from most to least stable: P, Q.

## P
The following is a quantum chemistry calculation of a single C2H4O3 molecule, from the Open Molecules 2025 dataset.

Geometry as ORCA input:
```
! wB97M-V def2-TZVPD RIJCOSX def2/J DEFGRID3
* xyz 0 1
O -2.18 -0.38 -0.16
C -1.06 0.13 -0.23
O -0.79 1.51 -0.07
C 0.15 -0.62 0.01
O 1.25 0.13 -0.30
H 0.28 1.52 0.07
H -0.05 -0.95 0.90
H 0.41 -1.60 -0.52
H 2.01 0.26 0.30
*
```

The value obtained for the HOMO energy is -0.38594 Eh. The SMILES is O=C(O)CO.

## Q
The following is a quantum chemistry calculation of a single C2H4O3 molecule, from the Open Molecules 2025 dataset.

Geometry as ORCA input:
```
! wB97M-V def2-TZVPD RIJCOSX def2/J DEFGRID3
* xyz 0 1
O 0.44 1.36 0.03
C 0.53 0.16 0.00
O 1.70 -0.49 -0.04
C -0.68 -0.75 0.07
O -1.88 -0.02 -0.06
H 1.65 -1.43 -0.07
H -0.59 -1.32 1.01
H -0.66 -1.50 -0.75
H -1.59 0.93 -0.07
*
```

The value obtained for the HOMO energy is -0.40052 Eh. The SMILES is O=C(O)CO.

Question: which arrangement is favored energetically? Ranking from most to least stable: Q, P.

## P
The following is a quantum chemistry calculation of a 2-piece molecular cluster, C4H5I overall, from the Open Molecules 2025 dataset.

Geometry as ORCA input:
```
! wB97M-V def2-TZVPD RIJCOSX def2/J DEFGRID3
* xyz 0 1
C 0.20 1.04 -0.10
C 1.45 1.19 -0.54
I 2.96 -0.13 0.13
H 0.04 0.15 0.57
H -0.76 1.48 -0.27
H 1.80 1.82 -1.28
C -1.14 -1.97 -0.35
C -0.02 -2.32 -0.15
H -2.20 -1.68 -0.54
H 0.90 -2.26 0.34
*
```

The value obtained for the HOMO energy is -0.33812 Eh. The SMILES is C=CI.C#C.

## Q
The following is a quantum chemistry calculation of a 2-piece molecular cluster, C4H5I overall, from the Open Molecules 2025 dataset.

Geometry as ORCA input:
```
! wB97M-V def2-TZVPD RIJCOSX def2/J DEFGRID3
* xyz 0 1
C -2.34 -0.40 -0.24
C -1.38 0.32 -0.11
C -0.22 1.07 0.00
C 1.39 -0.74 0.16
I 3.27 0.15 0.01
H -3.20 -1.00 -0.33
H 0.03 1.51 0.95
H 0.18 1.54 -0.88
H 1.11 -1.32 -0.70
H 1.16 -1.13 1.13
*
```

The value obtained for the HOMO energy (spin up / spin down) is -0.29929 / -0.30004 Eh.

## R
The following is a quantum chemistry calculation of a single C4H5I molecule, from the Open Molecules 2025 dataset.

Geometry as ORCA input:
```
! wB97M-V def2-TZVPD RIJCOSX def2/J DEFGRID3
* xyz 0 1
C -0.47 0.80 1.04
C 0.51 0.12 0.06
C 0.47 0.00 -1.44
C -0.11 -0.99 -0.86
I -1.09 -2.84 -0.99
H -1.44 0.79 0.51
H -0.18 1.83 1.41
H -0.29 0.18 1.95
H 1.44 -0.23 0.51
H 1.16 0.34 -2.18
*
```

The value obtained for the HOMO energy is -0.32963 Eh. The SMILES is C[C@@H]1C=C1I.

Question: which arrangement is favored energetically? Ranking from most to least stable: R, P, Q.

## P
The following is a quantum chemistry calculation of a single C4H5I molecule, from the Open Molecules 2025 dataset.

Geometry as ORCA input:
```
! wB97M-V def2-TZVPD RIJCOSX def2/J DEFGRID3
* xyz 0 1
C -1.30 -1.21 -1.24
C -0.14 -0.44 -1.13
C 0.61 0.28 -0.16
C 0.09 0.48 1.22
I 2.18 1.54 -0.77
H -1.49 -1.99 -0.50
H 0.22 -0.23 -2.14
H -0.62 1.31 1.26
H 0.90 0.70 1.92
H -0.44 -0.42 1.54
*
```

The value obtained for the HOMO energy (spin up / spin down) is -0.29537 / -0.33035 Eh.

## Q
The following is a quantum chemistry calculation of a single C4H5I molecule, from the Open Molecules 2025 dataset.

Geometry as ORCA input:
```
! wB97M-V def2-TZVPD RIJCOSX def2/J DEFGRID3
* xyz 0 1
C 0.93 1.68 -0.13
C -0.32 1.39 -0.01
C -1.45 0.84 0.12
C 1.06 -1.36 -0.15
I 2.52 0.05 0.01
H 1.35 2.57 -0.32
H -1.93 0.45 -0.65
H -2.00 0.69 1.16
H 1.48 -1.95 -0.93
H 1.09 -2.05 0.60
*
```

The value obtained for the HOMO energy is -0.29082 Eh.

## R
The following is a quantum chemistry calculation of a single C4H5I molecule, from the Open Molecules 2025 dataset.

Geometry as ORCA input:
```
! wB97M-V def2-TZVPD RIJCOSX def2/J DEFGRID3
* xyz 0 1
C -0.21 -0.40 0.56
C 0.20 0.42 1.47
C -0.37 0.03 -0.81
C 0.00 1.51 -0.69
I -1.64 2.86 -0.40
H -0.90 -1.19 0.93
H 0.48 0.62 2.50
H 0.38 -0.42 -1.48
H -1.28 -0.26 -1.20
H 0.66 1.83 -1.58
*
```

The value obtained for the HOMO energy (spin up / spin down) is -0.30840 / -0.30915 Eh.

Question: which arrangement is favored energetically? Ranking from most to least stable: P, R, Q.

## P
The following is a quantum chemistry calculation of a 5-piece molecular cluster, H11O5 overall, from the Open Molecules 2025 dataset.

Geometry as ORCA input:
```
! wB97M-V def2-TZVPD RIJCOSX def2/J DEFGRID3
* xyz 1 1
O -1.83 -0.47 -2.44
H -1.97 -1.26 -3.00
H -2.71 -0.05 -2.36
O -0.11 1.90 0.41
H 0.51 2.61 0.48
H -0.41 1.58 1.23
O 1.34 -1.67 0.18
H 1.24 -1.38 1.05
H 2.06 -2.31 0.09
O 0.28 -0.05 2.85
H -0.46 -0.63 2.99
H 0.47 0.59 3.52
O 0.48 0.36 -1.41
H -0.38 0.01 -1.92
H 0.46 1.14 -0.67
H 1.04 -0.38 -1.01
*
```

The value obtained for the HOMO energy is -0.58311 Eh.

## Q
The following is a quantum chemistry calculation of a 5-piece molecular cluster, H11O5 overall, from the Open Molecules 2025 dataset.

Geometry as ORCA input:
```
! wB97M-V def2-TZVPD RIJCOSX def2/J DEFGRID3
* xyz 1 1
O -0.55 0.29 -0.23
H 0.36 0.69 -0.64
H -0.61 -0.63 -0.02
H -0.93 0.85 0.48
O -0.57 1.89 2.07
H -0.58 1.36 2.99
H -0.62 2.76 2.17
O 2.34 0.12 0.09
H 3.21 -0.11 -0.27
H 2.55 0.91 0.62
O -0.90 -2.20 0.86
H -1.78 -2.57 0.46
H -0.27 -2.89 0.63
O -0.37 0.14 -3.19
H -1.25 0.02 -3.00
H -0.03 -0.62 -3.00
*
```

The value obtained for the HOMO energy is -0.56447 Eh.

Question: which arrangement is favored energetically? Ranking from most to least stable: P, Q.

## P
The following is a quantum chemistry calculation of a 2-piece molecular cluster, C4H8Si overall, from the Open Molecules 2025 dataset.

Geometry as ORCA input:
```
! wB97M-V def2-TZVPD RIJCOSX def2/J DEFGRID3
* xyz 0 1
C -1.45 0.67 -1.30
C -2.28 0.81 -0.26
C 2.15 1.47 0.89
C 2.84 1.07 -0.16
Si -2.17 -0.79 0.84
H -1.07 1.40 -2.05
H -0.80 -0.23 -1.40
H -2.89 1.69 -0.03
H 2.00 2.50 0.96
H 2.02 0.86 1.74
H 3.32 0.12 -0.21
H 3.20 1.78 -0.85
H -3.01 -1.75 -0.17
*
```

The value obtained for the HOMO energy is -0.30621 Eh.

## Q
The following is a quantum chemistry calculation of a 2-piece molecular cluster, C4H8Si overall, from the Open Molecules 2025 dataset.

Geometry as ORCA input:
```
! wB97M-V def2-TZVPD RIJCOSX def2/J DEFGRID3
* xyz 0 1
C 4.59 1.15 0.40
C 3.43 0.90 0.14
C -0.87 1.24 -0.13
C -1.51 -1.57 -0.02
Si -0.06 -0.42 0.35
H 5.61 1.23 0.64
H -1.11 1.95 0.76
H -0.31 1.87 -0.90
H -1.75 0.84 -0.62
H -2.48 -1.25 0.54
H -1.91 -1.51 -1.18
H -1.41 -2.62 0.22
H 1.45 -0.39 0.55
*
```

The value obtained for the HOMO energy (spin up / spin down) is -0.27325 / -0.27328 Eh.

Question: which arrangement is favored energetically? Ranking from most to least stable: P, Q.

## P
The following is a quantum chemistry calculation of a 2-piece molecular cluster, C9H19NO overall, from the Open Molecules 2025 dataset.

Geometry as ORCA input:
```
! wB97M-V def2-TZVPD RIJCOSX def2/J DEFGRID3
* xyz 0 1
O 1.45 3.93 -1.31
C 0.90 2.62 -1.20
C 1.92 1.59 -1.69
N 1.37 0.26 -1.79
C 0.59 -0.05 -2.97
C 1.99 -0.53 -2.85
H 1.33 4.40 -0.47
H 0.53 2.36 -0.19
H 0.02 2.61 -1.88
H 2.81 1.55 -1.01
H 2.25 1.97 -2.66
H 0.44 0.77 -3.68
H -0.26 -0.71 -2.80
H 2.16 -1.59 -2.58
H 2.71 -0.06 -3.52
C -3.12 -2.87 2.06
C -2.61 -1.63 1.92
C -1.37 -1.37 1.15
C -0.51 -0.23 1.69
C 0.01 -0.59 3.06
H -4.13 -2.96 2.51
H -2.65 -3.79 1.75
H -3.17 -0.78 2.31
H -1.62 -1.11 0.10
H -0.77 -2.30 1.12
H -1.10 0.67 1.75
H 0.32 -0.03 0.99
H 0.55 0.24 3.54
H -0.79 -0.93 3.71
H 0.72 -1.41 2.96
*
```

The value obtained for the HOMO energy is -0.34510 Eh. The SMILES is OCCN1CC1.C=CCCC.

## Q
The following is a quantum chemistry calculation of a 2-piece molecular cluster, C9H19NO overall, from the Open Molecules 2025 dataset.

Geometry as ORCA input:
```
! wB97M-V def2-TZVPD RIJCOSX def2/J DEFGRID3
* xyz 0 1
C 0.48 -0.43 -2.27
C 1.09 -0.44 -0.89
C 1.42 -1.85 -0.45
C 1.31 0.67 -0.15
C 1.92 0.66 1.24
C 0.98 2.08 -0.58
H -0.44 -1.04 -2.26
H 0.22 0.59 -2.63
H 1.19 -0.88 -2.98
H 1.87 -1.90 0.55
H 0.49 -2.45 -0.45
H 2.12 -2.29 -1.18
H 2.18 -0.36 1.59
H 2.84 1.27 1.22
H 1.21 1.11 1.95
H 1.91 2.67 -0.58
H 0.53 2.12 -1.59
H 0.28 2.52 0.14
C -1.07 -1.26 2.14
N -1.23 -0.42 0.97
C -2.45 0.07 0.62
C -2.47 0.93 -0.62
O -3.46 -0.19 1.28
H -0.01 -1.54 2.24
H -1.67 -2.18 2.05
H -1.38 -0.73 3.06
H -0.42 -0.19 0.40
H -2.12 0.36 -1.50
H -3.50 1.27 -0.81
H -1.83 1.82 -0.50
*
```

The value obtained for the HOMO energy is -0.33361 Eh. The SMILES is CC(C)=C(C)C.CNC(C)=O.

Question: which arrangement is favored energetically? Ranking from most to least stable: Q, P.